A 3-piece molecular cluster, C26H48F5N4O8S overall, computed with ωB97M-V with the def2-TZVPD basis set.

* total charge: +1
* energy above the lowest of the compared OMol25 structures with the same formula, charge and spin: 13.8 kcal per mole
* total energy: -2737.55443 hartree

Last column: Mulliken charge in e.
Cartesian coordinates (Å):
C: 2.6813 0.7121 -3.4276  -1.26
C: 2.4916 0.3382 -1.9150  1.15
C: 3.5157 1.1064 -1.0489  -2.01
C: 2.6585 -1.1978 -1.7587  -1.57
C: 1.5902 -1.8855 -0.9226  0.45
C: 1.9928 -2.6986 0.1074  -0.24
N: 1.1491 -3.3592 0.8993  0.29
C: 1.5818 -4.2623 1.9857  -0.98
C: 2.1934 -3.5228 3.1931  -0.55
N: 1.1624 -2.7947 3.9726  -0.55
C: -0.1599 -3.2074 0.7081  -0.35
C: -0.6381 -2.4028 -0.2780  -0.38
S: -2.4373 -2.2772 -0.3731  1.58
O: -2.8501 -1.9862 -1.7046  -0.65
O: -3.0275 -3.4935 0.0926  -0.61
C: -2.8447 -0.8453 0.7586  0.65
F: -2.0496 0.1589 0.3286  -0.26
F: -4.0987 -0.4831 0.6484  -0.19
C: -2.4383 -1.0914 2.2599  0.70
F: -2.6555 -2.3359 2.6669  -0.22
F: -3.1433 -0.2539 3.0050  -0.24
F: -1.1425 -0.7960 2.4347  -0.26
C: 0.2158 -1.7203 -1.1433  0.39
C: -0.3212 -0.8605 -2.2713  -0.20
O: -0.4685 -1.3134 -3.3838  -0.53
O: -0.6628 0.4169 -1.9972  -0.43
H: 3.4487 1.4824 -3.5473  0.31
H: 2.9521 -0.1458 -4.0487  0.29
H: 1.7225 1.0808 -3.8142  0.26
H: 1.5112 0.7168 -1.6251  0.44
H: 4.5442 0.8357 -1.3073  0.46
H: 3.3040 0.9154 0.0135  0.36
H: 3.3200 2.1748 -1.1927  0.48
H: 2.7326 -1.7443 -2.7051  0.50
H: 3.6130 -1.3545 -1.2355  0.54
H: 3.0590 -2.8104 0.2864  0.53
H: 0.7082 -4.8118 2.3497  0.40
H: 2.2651 -5.0328 1.6095  0.43
H: 3.0079 -2.8619 2.8809  0.43
H: 2.5813 -4.3008 3.8621  0.34
H: 1.2542 -1.8104 3.7446  0.30
H: 0.2474 -3.1204 3.6829  0.23
H: -0.8574 -3.7224 1.3623  0.55
H: -0.5977 0.9184 -2.8242  0.41
C: -10.9919 -0.9694 3.5995  -0.69
O: -10.9369 -1.4047 2.2535  -0.34
C: -10.3197 -0.4790 1.3669  -0.81
C: -8.9652 -0.9830 0.9025  -0.18
N: -7.9880 -0.9654 1.9867  -0.24
C: -6.7561 -1.6962 1.7002  -0.51
C: -6.8508 -3.1951 1.4088  -0.43
O: -7.2222 -3.9873 2.5206  -0.44
C: -8.6148 -4.0458 2.7831  -0.52
H: -11.6606 -1.6396 4.1381  0.24
H: -10.0081 -1.0180 4.0790  0.29
H: -11.3846 0.0480 3.6745  0.34
H: -10.2457 0.5189 1.8083  0.41
H: -10.9718 -0.4061 0.4923  0.40
H: -8.6065 -0.3478 0.0868  0.37
H: -9.1129 -1.9952 0.5072  0.17
H: -8.4077 -1.3657 2.8147  0.06
H: -6.1105 -1.5720 2.5758  0.33
H: -6.2515 -1.2079 0.8640  0.25
H: -5.8448 -3.5311 1.1364  0.25
H: -7.4852 -3.4180 0.5435  0.35
H: -9.2101 -4.0081 1.8683  0.28
H: -8.9179 -3.2503 3.4674  0.15
H: -8.8175 -4.9927 3.2848  0.31
C: 5.5404 6.5056 -2.5579  -0.69
O: 6.7310 6.2254 -3.2677  -0.33
C: 7.9173 6.6589 -2.6074  -0.81
C: 8.7195 5.4798 -2.0887  -0.17
N: 8.0462 4.8266 -0.9707  -0.31
C: 8.6043 3.5258 -0.6054  -0.77
C: 8.5929 2.4123 -1.6529  -0.47
O: 7.3005 1.9211 -1.9780  -0.38
C: 6.5842 2.6930 -2.9248  -0.36
H: 4.7026 6.3339 -3.2336  0.23
H: 5.4200 5.8408 -1.6948  0.27
H: 5.5094 7.5458 -2.2236  0.34
H: 7.6994 7.3760 -1.8114  0.40
H: 8.5199 7.1737 -3.3603  0.40
H: 9.7015 5.8311 -1.7597  0.40
H: 8.8676 4.7916 -2.9301  0.15
H: 7.0710 4.6983 -1.2036  0.05
H: 8.0314 3.1720 0.2561  0.37
H: 9.6323 3.6727 -0.2604  0.42
H: 9.1261 1.5622 -1.2195  0.33
H: 9.1435 2.6798 -2.5612  0.37
H: 7.2366 3.1506 -3.6708  0.34
H: 5.9819 3.4552 -2.4237  0.10
H: 5.8907 2.0255 -3.4416  0.12